(1)
This record from the Open Molecules 2025 dataset describes 2 unconnected molecules or ions with the total composition C30H29N2 at a distorted geometry. The level of theory is ωB97M-V with the def2-TZVPD basis set.

Properties
HOMO ... -9.96 eV
Frontier orbital gap ... 7.183 eV
Charge ... +1

The geometry in XYZ format:
```
61
Properties=species:S:1:pos:R:3:lowdin_charge:R:1
C 1.781 -2.285 0.500 -0.060
C 2.983 -3.049 0.258 -0.236
C 4.215 -2.712 0.863 -0.055
C 5.358 -3.404 0.527 -0.087
C 5.294 -4.451 -0.415 -0.077
C 4.074 -4.806 -1.010 -0.081
C 2.916 -4.119 -0.691 -0.036
C 0.619 -2.691 -0.086 -0.081
C -0.640 -2.002 0.275 -0.184
C -1.961 -2.407 -0.350 -0.220
C -2.913 -1.474 -0.815 -0.059
C -4.113 -1.931 -1.415 -0.068
C -4.269 -3.334 -1.586 -0.084
C -3.310 -4.250 -1.111 -0.065
C -2.173 -3.774 -0.445 -0.049
H 1.840 -1.435 1.244 0.130
H 4.200 -1.871 1.566 0.108
H 6.280 -3.134 1.030 0.103
H 6.195 -5.008 -0.634 0.099
H 4.029 -5.644 -1.711 0.108
H 1.963 -4.363 -1.174 0.093
H 0.483 -3.485 -0.909 0.129
H -0.671 -1.754 1.305 0.113
H -2.780 -0.381 -0.731 0.075
H -4.934 -1.253 -1.722 0.109
H -5.177 -3.760 -2.041 0.106
H -3.362 -5.345 -1.252 0.115
H -1.342 -4.377 -0.079 0.116
C 0.272 2.264 2.740 0.036
N 0.471 2.284 1.292 0.013
C -0.555 2.191 0.431 -0.170
H -0.484 -1.094 -0.153 0.056
C -1.947 2.437 0.777 -0.172
C -2.183 3.792 0.552 -0.043
C -3.393 4.367 0.872 -0.047
C -4.394 3.500 1.335 -0.048
C -4.194 2.107 1.529 -0.042
C -2.932 1.513 1.278 0.011
N -0.068 1.922 -0.813 0.019
C -0.887 1.687 -2.002 0.030
C 1.333 2.218 -0.832 -0.098
C 1.682 2.388 0.545 -0.110
C 2.670 3.262 0.971 -0.002
C 3.358 3.991 -0.024 -0.046
C 3.008 3.852 -1.385 -0.045
C 1.958 2.989 -1.816 0.007
H 1.241 2.491 3.178 0.088
H -0.484 2.986 3.079 0.112
H -0.065 1.257 3.050 0.113
H -1.375 4.392 0.148 0.133
H -3.443 5.441 0.716 0.119
H -5.360 3.976 1.540 0.116
H -5.056 1.502 1.877 0.122
H -2.748 0.425 1.426 0.120
H -0.223 1.934 -2.822 0.081
H -1.241 0.645 -2.127 0.098
H -1.748 2.359 -2.087 0.110
H 2.805 3.383 2.045 0.114
H 4.184 4.664 0.289 0.125
H 3.588 4.425 -2.134 0.121
H 1.626 2.953 -2.863 0.117
```

(2)
This record from the Open Molecules 2025 dataset describes 2 unconnected molecules or ions with the total composition H4NPSi at a distorted geometry. The level of theory is ωB97M-V with the def2-TZVPD basis set.

Properties
HOMO ... -9.98 eV
Frontier orbital gap ... 9.844 eV
SMILES ... [SiH4].N#P

The geometry in XYZ format:
```
7
Properties=species:S:1:pos:R:3:lowdin_charge:R:1
N 1.843 0.650 0.153 -0.613
Si -0.978 -0.256 -0.180 0.538
P 3.218 0.445 -0.101 0.670
H -1.508 0.855 0.837 -0.100
H -1.940 -1.365 0.356 -0.116
H 0.430 -0.783 0.165 -0.146
H -1.066 0.454 -1.231 -0.234
```

(3)
This record from the Open Molecules 2025 dataset describes 3 unconnected molecules or ions with the total composition C6H15NS at a distorted geometry. The level of theory is ωB97M-V with the def2-TZVPD basis set.

Properties
HOMO ... -7.88 eV
Frontier orbital gap ... 3.923 eV

The geometry in XYZ format:
```
23
Properties=species:S:1:pos:R:3:lowdin_charge:R:1
C -1.484 1.360 0.316 -0.307
N -0.672 1.818 1.424 0.146
C 0.548 -0.691 2.335 -0.146
C 1.135 -1.845 2.358 -0.094
S -0.261 -2.055 -1.024 0.347
C -0.749 1.694 -1.026 -0.184
C 1.249 0.716 -2.184 -0.155
C 0.701 1.289 -0.877 -0.295
H -2.612 1.655 0.435 0.136
H -1.484 0.182 0.317 0.105
H -1.075 2.657 1.944 0.091
H -0.422 -0.694 1.905 0.004
H 0.859 0.155 2.916 0.043
H 1.636 -2.248 3.235 0.047
H 1.068 -2.533 1.435 0.034
H -1.204 -2.001 -0.109 -0.350
H -1.272 1.078 -1.767 0.112
H -0.975 2.845 -1.014 0.147
H 0.460 0.031 -2.516 -0.007
H 2.078 0.076 -2.105 0.048
H 1.285 1.263 -3.177 0.096
H 1.342 2.081 -0.489 0.108
H 0.789 0.465 -0.121 0.073
```

(4)
This record from the Open Molecules 2025 dataset describes 2 unconnected molecules or ions with the total composition C3H9NO at a distorted geometry. The level of theory is ωB97M-V with the def2-TZVPD basis set.

Properties
2S+1 ... 2
HOMO (spin up / spin down) ... -15.19 / -15.45 eV
Frontier orbital gap (spin up / spin down) ... 11.056 / 7.638 eV
Charge ... +1

The geometry in XYZ format:
```
14
Properties=species:S:1:pos:R:3:lowdin_charge:R:1
C 1.183 -0.410 -1.323 0.187
C 0.366 -0.756 -0.305 -0.137
N -0.984 -0.570 -0.300 0.063
C -1.684 -0.501 0.976 -0.024
H 0.752 0.065 -2.204 0.108
H 2.210 -0.653 -1.555 0.111
H 0.641 -1.386 0.535 0.155
H -1.295 0.081 -1.014 0.167
H -2.303 0.381 1.085 0.111
H -2.144 -1.490 1.126 0.118
H -1.048 -0.506 1.871 0.107
H 1.614 2.648 -0.026 0.079
H 0.980 1.242 0.593 -0.013
O 1.712 1.854 0.539 -0.032
```

For each record above, in turn, the calculated E_tot values are -34552.50218; -18717.56039; -18782.03763; -6785.03435 eV.